[1]
This record from the OMol25 dataset describes a cluster of 2 separate species, C4H14N2O in total in a non-equilibrium geometry. The level of theory is the ωB97M-V functional and the def2-TZVPD basis.

- charge = -1
- HOMO-LUMO gap (alpha / beta) (Eh) = 0.0987 / 0.3481
- ΔE to the lowest compared entry with this formula, charge and spin (kcal per mole) = 16.7
- multiplicity = 2
- E_tot (Eh) = -345.475168

Each atom is followed by the atoms it is bonded to, with distances in Å.
Cartesian coordinates (Å):
1 N -1.258 2.626 -0.778  C2 1.465, H7 1.020, H8 1.013
2 C -0.676 1.633 0.128  N1 1.465, C3 1.525, H9 1.088, H10 1.084
3 C -0.095 0.453 -0.645  C2 1.525, N4 1.465, H11 1.101, H12 1.107
4 N 0.158 -0.781 0.104  C3 1.465, C5 1.462, C6 1.459
5 C 0.749 -1.768 -0.798  N4 1.462, H13 1.087, H14 1.093, H15 1.089
6 C -1.064 -1.363 0.647  N4 1.459, H16 1.090, H17 1.088, H18 1.085
7 H -0.699 3.478 -0.780  N1 1.020
8 H -1.228 2.303 -1.738  N1 1.013
9 H -1.444 1.290 0.820  C2 1.088
10 H 0.104 2.065 0.744  C2 1.084
11 H 0.857 0.769 -1.097  C3 1.101
12 H -0.692 0.230 -1.550  C3 1.107
13 H 1.209 -2.535 -0.180  C5 1.087
14 H -0.010 -2.243 -1.424  C5 1.093
15 H 1.600 -1.339 -1.326  C5 1.089
16 H -1.707 -0.632 1.136  C6 1.090
17 H -0.828 -2.107 1.404  C6 1.088
18 H -1.676 -1.796 -0.139  C6 1.085
19 H 2.236 -0.615 2.405  O21 0.969
20 H 1.913 0.184 1.168  O21 0.969
21 O 2.552 0.147 1.896  H19 0.969, H20 0.969

=====

[2]
This record from the OMol25 dataset describes a cluster of 3 separate species, C3H14N2O2 in total in a non-equilibrium geometry. The level of theory is the ωB97M-V functional and the def2-TZVPD basis.

- charge = +1
- HOMO-LUMO gap (alpha / beta) (Eh) = 0.4094 / 0.2211
- ΔE to the lowest compared entry with this formula, charge and spin (kcal per mole) = 11.6
- multiplicity = 2
- E_tot (Eh) = -382.354287

Each atom is followed by the atoms it is bonded to, with distances in Å.
Cartesian coordinates (Å):
1 C 2.773 1.736 -0.409  C2 1.559, H6 1.087, H7 1.082, H8 1.092
2 C 2.012 0.532 0.226  C1 1.559, N3 1.443, H9 1.086, H10 1.097
3 N 0.630 0.516 -0.190  C2 1.443, C4 1.441, H11 1.026
4 C -0.224 -0.380 0.547  N3 1.441, N5 1.449, H12 1.086, H13 1.112
5 N -1.626 -0.038 0.429  C4 1.449, H14 1.012, H15 1.016
6 H 2.364 2.635 0.046  C1 1.087
7 H 3.842 1.745 -0.245  C1 1.082
8 H 2.525 1.716 -1.473  C1 1.092
9 H 2.042 0.748 1.290  C2 1.086
10 H 2.519 -0.423 0.041  C2 1.097
11 H 0.126 1.408 -0.236  N3 1.026
12 H -0.095 -1.416 0.246  C4 1.086
13 H -0.043 -0.350 1.644  C4 1.112
14 H -1.897 0.754 0.998  N5 1.012
15 H -2.139 -0.850 0.762  N5 1.016
16 H -1.004 -3.831 1.405  O18 0.974
17 H -2.296 -3.540 0.687  O18 0.949
18 O -1.629 -3.111 1.209  H16 0.974, H17 0.949
19 H -1.922 1.023 -2.380  O21 0.960
20 H -3.280 0.624 -1.936  O21 0.950
21 O -2.678 0.503 -2.661  H19 0.960, H20 0.950

=====

[3]
This record from the OMol25 dataset describes a cluster of 2 separate species, C2H5NO2 in total in a non-equilibrium geometry. The level of theory is the ωB97M-V functional and the def2-TZVPD basis.

- structure (SMILES) = NC=O.C=O
- HOMO-LUMO gap (Eh) = 0.3913
- ΔE to the lowest compared entry with this formula, charge and spin (kcal per mole) = 37.5
- multiplicity = 1
- E_tot (Eh) = -284.407577

Each atom is followed by the atoms it is bonded to, with distances in Å.
Cartesian coordinates (Å):
1 N -1.434 -1.791 -0.309  C2 1.368, H4 1.003, H5 1.005
2 C -1.655 -0.474 -0.612  N1 1.368, O3 1.209, H6 1.115
3 O -0.805 0.385 -0.585  C2 1.209
4 H -2.151 -2.437 -0.583  N1 1.003
5 H -0.617 -2.047 0.217  N1 1.005
6 H -2.718 -0.165 -0.740  C2 1.115
7 C 2.344 1.632 0.665  O8 1.192, H9 1.104, H10 1.103
8 O 2.027 0.850 -0.177  C7 1.192
9 H 3.080 2.422 0.438  C7 1.104
10 H 1.929 1.625 1.686  C7 1.103

=====

[4]
This record from the OMol25 dataset describes a cluster of 2 separate species, H4O2 in total in a non-equilibrium geometry. The level of theory is the ωB97M-V functional and the def2-TZVPD basis.

- structure (SMILES) = O.O
- HOMO-LUMO gap (Eh) = 0.4470
- ΔE to the lowest compared entry with this formula, charge and spin (kcal per mole) = 6.0
- multiplicity = 1
- E_tot (Eh) = -152.865351

Each atom is followed by the atoms it is bonded to, with distances in Å.
Cartesian coordinates (Å):
1 O 1.116 -0.871 -0.042  H2 0.998, H3 0.955
2 H 0.496 -1.477 0.453  O1 0.998
3 H 1.976 -0.948 0.366  O1 0.955
4 O -1.120 0.833 -0.001  H5 0.949, H6 0.990
5 H -0.569 1.270 -0.639  O4 0.949
6 H -1.869 1.457 0.169  O4 0.990

=====

[5]
This record from the OMol25 dataset describes a cluster of 2 separate species, C3H8 in total in a non-equilibrium geometry. The level of theory is the ωB97M-V functional and the def2-TZVPD basis.

- HOMO-LUMO gap (alpha / beta) (Eh) = 0.3110 / 0.3106
- ΔE to the lowest compared entry with this formula, charge and spin (kcal per mole) = 118.3
- multiplicity = 1
- E_tot (Eh) = -118.906914

Each atom is followed by the atoms it is bonded to, with distances in Å.
Cartesian coordinates (Å):
1 C 0.190 2.028 -0.245  H4 1.035, H5 1.006, H6 1.060, H11 1.073
2 C -0.187 -1.930 0.622  C3 1.494, H7 1.211, H8 1.039, H9 1.095
3 C 0.398 -1.396 -0.645  C2 1.494, H10 1.101
4 H -0.423 2.313 0.540  C1 1.035
5 H -0.240 2.131 -1.149  C1 1.006
6 H 0.277 0.975 -0.164  C1 1.060
7 H 0.666 -2.281 1.406  C2 1.211
8 H -0.936 -2.601 0.361  C2 1.039
9 H -0.398 -0.925 1.002  C2 1.095
10 H -0.451 -1.112 -1.285  C3 1.101
11 H 1.069 2.641 -0.188  C1 1.073

=====

[6]
This record from the OMol25 dataset describes the ion CH2F2N2OP with charge +1 in a non-equilibrium geometry. The level of theory is the ωB97M-V functional and the def2-TZVPD basis.

- structure (SMILES) = FC(F)ON=[N+]=P
- charge = +1
- HOMO-LUMO gap (Eh) = 0.3527
- ΔE to the lowest compared entry with this formula, charge and spin (kcal per mole) = 114.7
- multiplicity = 1
- E_tot (Eh) = -764.691160

Each atom is followed by the atoms it is bonded to, with distances in Å.
Cartesian coordinates (Å):
1 F 2.307 0.791 -0.728  C2 1.296
2 C 1.804 0.101 0.246  F1 1.296, F3 1.334, O4 1.452, H8 1.182
3 F 2.153 -1.180 0.109  C2 1.334
4 O 0.376 0.355 0.311  C2 1.452, N5 1.340
5 N -0.470 -0.369 -0.434  O4 1.340, N6 1.173
6 N -1.608 -0.091 -0.480  N5 1.173, P7 1.498
7 P -2.903 -0.375 0.219  N6 1.498, H9 1.389
8 H 2.285 0.540 1.232  C2 1.182
9 H -3.944 0.227 -0.476  P7 1.389